Density functional theory data (the ωB97M-V functional and the def2-TZVPD basis) for an isolated molecule of C19H31N5O3 close to a stationary point.

Kohn-Sham gap   9.76 eV
SMILES   C[C@@H]1CCOC[C@H]1C(=O)N(C)CCCCC(=O)N1CCc2c(nnn2C)C1
Relative energy (zero: lowest compared OMol25 entry of this formula, charge and spin)   165.1 kJ/mol
2S+1   1
Molecular weight   377.5 g mol⁻¹
LUMO level   0.6 eV

Element x y z (Å)
C  -1.16113  -2.79770  -3.84267
C  0.23031  -3.31012  -3.49724
C  0.16938  -4.64359  -2.75428
C  1.55161  -5.09257  -2.31459
O  2.17880  -4.11125  -1.50328
C  2.34475  -2.89930  -2.20638
C  0.99980  -2.30417  -2.63694
C  1.27859  -1.02130  -3.40918
O  1.54894  -1.07250  -4.60014
N  1.26478  0.15422  -2.72036
C  1.52473  1.39510  -3.42888
C  0.94504  0.27631  -1.30686
C  -0.54537  0.45497  -1.03782
C  -0.83461  0.61389  0.44747
C  -2.32806  0.79463  0.73672
C  -2.56698  0.93339  2.22458
O  -2.78720  -0.04915  2.91260
N  -2.50953  2.18847  2.78002
C  -2.49688  2.25769  4.23949
C  -1.07961  2.02943  4.79124
C  -0.15842  2.83926  3.94484
C  -0.48066  3.43859  2.75869
N  0.61296  4.06721  2.26851
N  1.59575  3.88389  3.09506
N  1.14425  3.13949  4.11542
C  2.03098  2.76499  5.19450
C  -1.83727  3.31871  2.13992
H  -1.74524  -2.62823  -2.93293
H  -1.10935  -1.86179  -4.40052
H  -1.70335  -3.52215  -4.45288
H  0.79767  -3.44422  -4.42293
H  -0.46943  -4.54301  -1.86999
H  -0.27923  -5.40909  -3.39313
H  1.50580  -6.00028  -1.71422
H  2.18008  -5.29235  -3.19430
H  2.88002  -2.22265  -1.53817
H  2.96199  -3.05689  -3.10161
H  0.41055  -2.11378  -1.73696
H  1.63209  1.17818  -4.48640
H  0.69908  2.09558  -3.28549
H  2.44181  1.86124  -3.06125
H  1.32723  -0.58406  -0.75679
H  1.48993  1.14385  -0.92527
H  -0.90653  1.33179  -1.58444
H  -1.09088  -0.40600  -1.43632
H  -0.48261  -0.26826  0.99081
H  -0.26545  1.46414  0.83723
H  -2.72859  1.64024  0.17501
H  -2.87146  -0.09765  0.42725
H  -2.84682  3.25258  4.52257
H  -3.18547  1.51473  4.62898
H  -1.03393  2.32574  5.84177
H  -0.83076  0.96675  4.73432
H  2.11174  1.68092  5.26117
H  3.00503  3.19069  4.97329
H  1.66644  3.16106  6.14141
H  -1.76399  3.17222  1.06673
H  -2.43130  4.22211  2.30262

natural (NBO) charges in e:
1. C -0.608
2. C -0.200
3. C -0.429
4. C -0.064
5. O -0.527
6. C -0.057
7. C -0.339
8. C 0.702
9. O -0.646
10. N -0.442
11. C -0.416
12. C -0.210
13. C -0.395
14. C -0.398
15. C -0.493
16. C 0.696
17. O -0.629
18. N -0.434
19. C -0.209
20. C -0.453
21. C 0.117
22. C 0.039
23. N -0.245
24. N -0.064
25. N -0.157
26. C -0.413
27. C -0.237
28. H 0.194
29. H 0.221
30. H 0.213
31. H 0.222
32. H 0.199
33. H 0.213
34. H 0.193
35. H 0.160
36. H 0.189
37. H 0.176
38. H 0.207
39. H 0.249
40. H 0.191
41. H 0.195
42. H 0.205
43. H 0.207
44. H 0.200
45. H 0.203
46. H 0.213
47. H 0.205
48. H 0.209
49. H 0.238
50. H 0.198
51. H 0.246
52. H 0.225
53. H 0.237
54. H 0.212
55. H 0.241
56. H 0.210
57. H 0.228
58. H 0.212

---

Density functional theory data (the ωB97M-V functional and the def2-TZVPD basis) for a cluster of 2 separate species, C2H4O4 in total in a non-equilibrium geometry.

Kohn-Sham gap (alpha / beta)   4.26 / 8.22 eV
Relative energy (zero: lowest compared OMol25 entry of this formula, charge and spin)   0.0 kJ/mol
2S+1   2
Molecular weight   92.0 g mol⁻¹
Expectation value of S²   0.753
Total charge   -1
LUMO level (alpha / beta)   3.8 / 3.7 eV

Element x y z (Å)
O  -3.21677  0.86470  0.58777
C  -2.19100  0.30293  0.32434
O  -1.05715  0.89866  0.05338
H  -2.15056  -0.80364  0.30407
H  -0.36388  0.18438  -0.00076
O  2.82313  -0.33011  -1.13823
C  2.04243  0.13363  -0.24947
O  1.00753  -0.78278  0.25048
H  1.62621  1.14726  -0.27313
H  1.48005  -1.61503  0.14153

natural (NBO) charges in e:
1. O -0.625
2. C 0.649
3. O -0.687
4. H 0.076
5. H 0.532
6. O -0.805
7. C 0.188
8. O -0.872
9. H 0.062
10. H 0.483

---

Density functional theory data (the ωB97M-V functional and the def2-TZVPD basis) for a structure of composition C23H32CrF6N6O11P2S3Se in a non-equilibrium geometry.

Kohn-Sham gap (alpha / beta)   7.91 / 7.89 eV
Relative energy (zero: lowest compared OMol25 entry of this formula, charge and spin)   240.8 kJ/mol
2S+1   4
Molecular weight   971.6 g mol⁻¹
Expectation value of S²   3.798
Total charge   -1
LUMO level (alpha / beta)   2.0 / 1.9 eV

Element x y z (Å)
Cr  -0.60660  0.29840  0.12690
S  0.18590  1.74130  4.24860
C  -0.24450  0.05490  4.36620
C  -0.30560  -0.75940  5.48450
C  -0.62370  -2.09400  5.30880
C  -0.85090  -2.61290  4.03650
C  -0.80080  -1.80070  2.92170
C  -0.51240  -0.44720  3.07640
N  -0.39930  0.47030  2.07330
C  0.02470  1.64200  2.51090
C  0.47210  2.57280  1.53690
C  0.95390  3.86080  1.78380
C  1.41480  4.60340  0.72000
C  1.41210  4.05060  -0.55780
C  0.94090  2.76800  -0.78670
C  0.45410  1.99690  0.25140
H  -0.09830  -0.35640  6.46370
H  -0.69240  -2.74400  6.16670
H  -1.09280  -3.65750  3.91330
H  -0.98390  -2.18130  1.92880
H  0.96250  4.24730  2.79480
H  1.78030  5.60870  0.87940
H  1.77040  4.63880  -1.38950
H  0.93690  2.36020  -1.78570
C  3.35860  -2.58100  2.34900
N  3.61400  -1.18800  2.05970
C  3.25780  -0.29270  3.14080
P  3.45310  -0.57150  0.50420
O  2.67490  0.65440  0.37370
O  2.96040  -1.81990  -0.39770
P  1.34310  -2.19850  -0.65500
O  0.66270  -1.32290  0.33180
N  1.41120  -3.78950  -0.19950
C  0.40080  -4.48610  0.56320
C  2.41740  -4.63860  -0.79210
N  1.48090  -2.10330  -2.30670
C  1.73500  -0.79410  -2.87920
C  0.80340  -3.02530  -3.19020
N  5.03380  -0.33040  -0.00530
C  6.00620  -1.38800  0.10320
C  5.21990  0.52880  -1.15440
H  3.99920  -2.89640  3.17890
H  3.58820  -3.18350  1.47500
H  2.31160  -2.75570  2.62570
H  4.01990  -0.33560  3.92530
H  2.29130  -0.55440  3.58340
H  3.20750  0.71800  2.74540
H  -0.49280  -3.87600  0.65410
H  0.78420  -4.73800  1.55810
H  0.11270  -5.40950  0.05240
H  3.10760  -4.02440  -1.36400
H  1.97430  -5.39520  -1.44890
H  2.97230  -5.15480  -0.00180
H  2.08370  -0.12830  -2.09050
H  0.82700  -0.35840  -3.30060
H  2.49530  -0.88870  -3.65970
H  0.46310  -3.88670  -2.62400
H  1.51350  -3.35430  -3.95580
H  -0.06360  -2.56540  -3.66690
H  5.78170  -1.96960  0.99190
H  6.99630  -0.93770  0.21030
H  6.01200  -2.04660  -0.77370
H  4.43320  1.27930  -1.15320
H  5.19110  -0.02420  -2.10050
H  6.18880  1.02770  -1.07110
O  -0.73600  0.06810  -1.83830
Se  -1.95140  1.17610  -1.90910
O  -3.27630  0.55430  -2.48050
O  -2.01720  1.63070  -0.32610
O  -1.50350  2.39760  -2.81560
F  -4.39190  -1.89850  -2.50770
C  -3.30620  -2.58400  -2.25940
F  -2.50150  -2.48400  -3.32550
F  -3.63760  -3.89020  -2.19150
S  -2.24200  -2.22540  -0.72090
O  -2.50340  -0.93590  -0.18300
O  -0.92700  -2.54520  -1.20990
N  -2.61940  -3.32570  0.34820
S  -4.10650  -3.15120  0.87020
O  -4.53970  -4.31180  1.58330
O  -4.95680  -2.62510  -0.14620
C  -4.12540  -1.83810  2.26120
F  -5.39010  -1.43310  2.38410
F  -3.80300  -2.44790  3.41270
F  -3.36270  -0.74760  2.18770

Mulliken charges in e:
1. Cr 0.123
2. S -0.413
3. C 1.172
4. C -0.580
5. C -0.929
6. C -0.811
7. C 0.800
8. C -1.664
9. N 0.863
10. C 0.612
11. C 0.402
12. C -0.755
13. C -0.698
14. C -1.026
15. C -0.190
16. C 0.674
17. H 0.433
18. H 0.439
19. H 0.473
20. H 0.074
21. H 0.389
22. H 0.397
23. H 0.435
24. H 0.407
25. C -0.782
26. N 0.436
27. C -0.965
28. P -0.290
29. O -0.486
30. O -0.456
31. P -0.495
32. O 2.037
33. N 0.984
34. C -1.040
35. C -1.253
36. N 0.331
37. C -0.727
38. C -1.212
39. N 0.110
40. C -1.026
41. C -1.019
42. H 0.441
43. H 0.211
44. H 0.104
45. H 0.422
46. H 0.185
47. H 0.341
48. H 0.336
49. H 0.174
50. H 0.271
51. H 0.272
52. H 0.420
53. H 0.377
54. H -0.080
55. H 0.236
56. H 0.302
57. H 0.398
58. H 0.329
59. H 0.267
60. H 0.235
61. H 0.373
62. H 0.246
63. H 0.195
64. H 0.291
65. H 0.401
66. O -0.359
67. Se 1.497
68. O -0.744
69. O -0.380
70. O -0.878
71. F -0.123
72. C 0.391
73. F -0.168
74. F -0.243
75. S 1.665
76. O -0.814
77. O -1.301
78. N -0.487
79. S 0.919
80. O -0.763
81. O -0.641
82. C 0.642
83. F -0.276
84. F -0.250
85. F -0.207

---

Density functional theory data (the ωB97M-V functional and the def2-TZVPD basis) for a cluster of 10 separate species, BH22O9 in total in a non-equilibrium geometry.

Kohn-Sham gap   10.62 eV
Relative energy (zero: lowest compared OMol25 entry of this formula, charge and spin)   46.6 kJ/mol
2S+1   1
Molecular weight   177.0 g mol⁻¹
Total charge   -1
LUMO level   2.9 eV

Element x y z (Å)
B  13.60419  2.96897  32.52037
H  13.95809  4.03524  32.26087
H  14.41811  2.21512  32.22163
H  13.38975  2.81787  33.64545
H  12.64454  2.82133  31.90526
O  15.62522  2.45444  34.79369
H  16.36331  2.04528  34.33027
H  14.97750  2.65436  34.09050
O  13.79984  -0.13598  33.20779
H  13.94415  -0.07011  32.25338
H  13.80718  0.78113  33.51849
O  10.73690  3.11557  33.97585
H  11.64506  2.96707  33.65455
H  10.67803  4.06789  34.09854
O  13.70153  5.60352  34.45953
H  13.06279  5.63656  35.17835
H  13.63249  4.69844  34.11080
O  11.79935  0.56164  31.33661
H  12.17734  1.40983  31.63376
H  11.85580  -0.00723  32.11280
O  11.62589  5.63985  30.49322
H  12.20706  5.78594  31.24697
H  11.91525  4.77496  30.12383
O  13.13106  3.59405  29.56245
H  13.42889  3.29687  30.44979
H  13.24615  2.82663  28.99309
O  16.42710  4.19473  31.94593
H  15.54129  4.22530  32.36578
H  16.33916  4.74446  31.16117
O  15.32899  0.86196  30.38534
H  15.09111  1.15339  29.50091
H  15.02255  1.57807  30.97742

natural (NBO) charges in e:
1. B -0.840
2. H -0.022
3. H -0.036
4. H -0.022
5. H -0.016
6. O -0.966
7. H 0.468
8. H 0.491
9. O -0.969
10. H 0.486
11. H 0.486
12. O -0.960
13. H 0.495
14. H 0.459
15. O -0.957
16. H 0.459
17. H 0.494
18. O -0.983
19. H 0.486
20. H 0.478
21. O -0.979
22. H 0.465
23. H 0.497
24. O -0.976
25. H 0.513
26. H 0.473
27. O -0.965
28. H 0.494
29. H 0.461
30. O -0.960
31. H 0.457
32. H 0.491